No. 1
C36H84N5O21 | ωB97M-V with the def2-TZVPD basis set

Calculated values
* total charge: -4
* multiplicity: 2
* gap between HOMO and LUMO (spin up / spin down): 2.378 / 3.449 eV

Geometry as XYZ:
```
146
Properties=species:S:1:pos:R:3:forces:R:3
C -10.0772 -14.7892 -7.0350 0.240 0.379 -0.098
C -9.8873 -13.4026 -6.3091 0.850 -1.351 -1.262
C -8.5232 -12.8120 -6.7015 1.281 -0.200 -0.502
O -8.6349 -12.2545 -7.9643 -0.396 0.627 -2.002
C -7.4627 -11.9519 -8.8056 -1.364 0.132 2.047
N -11.0149 -12.4875 -6.6556 1.150 -0.751 1.328
H -11.0019 -11.7344 -5.9827 -0.171 0.859 0.611
H -10.9782 -12.0641 -7.5719 -0.378 0.285 -1.521
H -11.8759 -12.9998 -6.5278 -0.950 -0.107 -0.460
H -9.4258 -15.5589 -6.6211 -0.232 0.091 0.568
H -9.7798 -14.8299 -8.0828 0.129 0.869 -0.170
H -11.1096 -15.1354 -7.0857 -0.126 0.064 0.581
H -9.8630 -13.5578 -5.2305 -0.272 0.091 0.046
H -7.7678 -13.5909 -6.8057 -0.171 -0.685 0.627
H -8.0489 -12.0764 -6.0520 -0.570 0.136 0.743
H -7.3775 -12.6692 -9.6219 -0.172 0.274 -0.077
H -6.5465 -11.9319 -8.2155 0.048 -0.131 0.082
H -7.7259 -10.9229 -9.0504 0.572 -0.172 -0.895
C -15.8579 -14.0196 -2.6742 0.894 -0.252 0.101
C -15.4691 -12.7918 -3.5118 0.635 -0.019 0.813
C -16.0040 -11.5647 -2.6903 1.830 0.520 -3.333
O -15.6284 -10.4510 -3.5571 0.025 -1.266 1.276
C -15.4768 -9.2196 -2.9134 -0.012 0.801 -0.284
N -13.9276 -12.7436 -3.7106 -2.221 0.206 1.575
H -13.5211 -12.6719 -2.7888 0.768 -0.170 -0.058
H -13.6216 -13.5289 -4.2672 0.130 -1.071 -0.506
H -13.6779 -11.9328 -4.2587 0.585 1.699 -0.720
H -15.3371 -14.9334 -2.9602 -0.477 -0.105 -0.681
H -16.9265 -14.1596 -2.5109 -0.014 -0.053 -0.694
H -15.4994 -13.8754 -1.6550 0.231 0.434 0.312
H -15.6889 -12.7404 -4.5781 -1.252 -0.270 0.247
H -15.4999 -11.4791 -1.7277 -0.088 -0.060 0.189
H -17.0853 -11.6736 -2.6058 -0.088 0.120 0.222
H -15.0785 -9.2427 -1.8991 -0.523 -0.573 0.513
H -16.4432 -8.7241 -3.0068 0.026 0.535 0.559
H -14.6967 -8.6078 -3.3665 -0.280 -0.287 -0.841
C -11.6535 -15.0941 -3.0646 -0.484 -1.386 -0.961
C -12.1469 -15.4368 -1.6556 0.578 1.994 0.196
C -12.8194 -16.7582 -1.2924 0.317 -1.500 -0.914
O -12.8849 -16.9461 0.1232 -0.573 0.135 0.152
C -13.1519 -18.2884 0.5860 0.748 0.571 -0.149
N -10.9583 -15.2082 -0.7260 -1.729 -1.517 0.991
H -10.8566 -14.2764 -0.3497 0.595 0.314 -0.682
H -11.2086 -15.7958 0.0564 -0.283 -0.121 1.003
H -10.1224 -15.6951 -1.0163 2.160 0.192 -1.603
H -10.9554 -15.8642 -3.3929 0.371 0.064 0.113
H -11.1847 -14.1240 -3.2295 0.210 0.075 0.863
H -12.4269 -15.1411 -3.8312 -0.520 -0.303 0.167
H -12.8338 -14.6533 -1.3355 -0.279 0.094 0.121
H -12.3169 -17.6281 -1.7153 0.709 0.081 -0.143
H -13.7849 -16.8435 -1.7910 -0.395 0.553 0.222
H -14.1714 -18.6625 0.4925 -0.273 0.513 -0.407
H -12.9211 -18.2728 1.6512 0.112 -0.024 -0.080
H -12.4907 -18.9858 0.0717 0.094 -0.073 0.016
C -5.3797 -12.5812 -13.4237 -0.915 -0.256 -0.213
C -5.4651 -11.1047 -13.8834 0.766 -2.403 1.393
C -6.5722 -10.2732 -13.2204 0.418 0.569 1.310
O -6.3146 -10.0115 -11.8110 -0.447 -0.394 -0.424
C -7.1768 -9.0065 -11.1560 1.054 -0.179 -0.702
N -4.0594 -10.5300 -13.6223 -1.946 1.484 -0.669
H -3.3109 -10.8814 -14.2023 0.133 -0.766 0.382
H -4.2182 -9.5809 -13.9289 0.540 0.745 0.294
H -3.8729 -10.5263 -12.6297 0.750 -0.613 1.196
H -4.4909 -13.0277 -13.8697 0.021 -0.161 0.183
H -6.2593 -13.1469 -13.7309 -0.232 0.168 -0.754
H -5.4574 -12.8343 -12.3663 0.743 0.930 0.291
H -5.5139 -11.1348 -14.9718 -0.550 0.374 0.016
H -7.4983 -10.8317 -13.3564 -0.216 0.060 -0.144
H -6.6047 -9.2901 -13.6898 -0.359 0.193 -0.442
H -6.5500 -8.5604 -10.3838 0.231 0.212 -0.331
H -8.0705 -9.2958 -10.6030 -0.087 -1.022 -0.626
H -7.4674 -8.3032 -11.9364 -0.035 0.367 0.202
C -8.7041 -4.0827 -4.9968 -0.705 -0.910 -1.525
C -8.5162 -5.1234 -6.1589 0.550 1.194 0.035
C -9.0942 -6.5399 -5.9949 0.110 0.515 -0.543
O -8.6452 -7.3444 -7.0464 0.728 1.006 0.291
C -8.8572 -8.7114 -6.7804 -0.510 -0.584 -0.891
N -9.1297 -4.4762 -7.4220 0.609 -2.336 1.455
H -8.9399 -3.5048 -7.6231 -0.045 2.089 0.493
H -8.6907 -4.8774 -8.2383 -0.052 -1.060 -0.900
H -10.1046 -4.7244 -7.3328 -1.142 0.398 -0.773
H -8.3835 -3.1154 -5.3837 0.793 -0.016 0.363
H -8.2508 -4.4386 -4.0716 0.052 0.268 -0.066
H -9.7689 -3.8749 -4.8909 -0.219 -0.443 0.450
H -7.4686 -5.1909 -6.4524 0.115 -0.219 0.487
H -10.1803 -6.4876 -6.0717 -0.451 0.046 0.405
H -8.8250 -7.0003 -5.0443 0.137 0.306 0.339
H -9.9054 -8.8601 -6.5210 -0.151 -0.295 -0.087
H -8.2455 -9.1514 -5.9928 0.297 0.334 0.090
H -8.6393 -9.1695 -7.7452 -0.135 -0.459 0.334
C -10.8401 -9.5427 -9.8085 0.868 1.254 -1.966
C -12.1436 -10.0950 -9.4503 -2.889 -1.775 1.397
O -12.2171 -11.2031 -8.9090 2.278 -2.717 1.692
O -13.2360 -9.5721 -9.7102 -0.367 3.138 -1.405
H -10.7452 -8.4874 -9.5526 0.248 -0.011 0.425
H -10.9774 -9.5092 -10.8893 0.380 0.125 -0.477
H -9.9456 -10.1513 -9.6764 -0.270 -0.043 0.668
C -5.2113 -9.7636 -5.6913 -0.821 0.599 -0.832
C -3.7394 -9.7795 -5.3385 2.665 1.697 0.043
O -3.2912 -10.4887 -4.4475 -0.942 -2.233 1.962
O -2.9223 -8.9857 -5.9105 -1.631 0.695 -1.315
H -5.6131 -8.7505 -5.7039 0.293 0.449 0.263
H -5.9192 -10.3266 -5.0830 0.483 -0.465 0.108
H -5.3252 -10.0142 -6.7460 0.007 -0.498 -0.109
C -3.6606 -12.2672 -9.0205 -1.006 -0.379 0.261
C -2.4862 -12.3494 -9.9705 2.126 -0.540 4.370
O -1.3900 -12.7584 -9.4572 -1.197 0.057 -1.153
O -2.6720 -11.8851 -11.0741 -0.423 1.388 -4.572
H -3.4849 -11.6226 -8.1593 0.352 -0.157 0.042
H -3.9169 -13.2701 -8.6789 0.077 -0.033 0.309
H -4.5477 -11.8825 -9.5237 -0.026 0.079 -0.204
C -11.8747 -9.0721 -3.0579 0.579 1.023 -1.122
C -11.6815 -10.0173 -4.2609 -0.329 -3.661 -0.768
O -10.5504 -10.6332 -4.3413 -2.108 1.783 0.066
O -12.7263 -10.3665 -4.9707 1.832 1.086 1.953
H -12.6671 -8.3453 -3.2371 -0.408 -0.402 0.165
H -10.9971 -8.4290 -2.9923 0.354 -0.273 0.267
H -11.9775 -9.6173 -2.1196 -0.138 -0.053 -0.111
C -15.6738 -15.0795 -7.4116 0.009 0.622 -1.611
C -14.4762 -14.8473 -6.4443 -1.978 1.157 -1.201
O -14.5270 -15.5813 -5.4618 0.916 -0.901 2.378
O -13.7773 -13.8222 -6.6464 0.286 -0.550 0.593
H -16.4123 -15.8684 -7.2690 0.413 -0.263 0.882
H -15.3745 -15.2171 -8.4506 0.531 0.031 -0.077
H -16.2366 -14.1494 -7.4913 -0.009 0.270 0.255
C -7.5373 -15.8986 -4.1898 0.590 1.133 -0.190
C -8.0854 -15.5264 -2.8209 -1.046 -0.771 0.060
O -8.1770 -14.3804 -2.3135 0.038 -0.315 -0.512
O -8.5215 -16.5930 -2.2848 -1.074 0.106 1.632
H -8.2397 -16.4579 -4.8078 -0.157 -0.074 0.313
H -6.7145 -16.5864 -3.9950 0.115 0.103 -0.255
H -7.2049 -15.0209 -4.7442 0.274 -0.021 -0.039
C -9.9253 -13.5478 -11.0803 1.646 1.362 1.109
C -9.6148 -13.1706 -12.5526 -2.511 -3.617 -0.681
O -10.4692 -12.4075 -12.9949 -0.257 2.618 -0.909
O -8.9774 -14.0020 -13.2950 1.335 1.024 1.075
H -10.8400 -14.1159 -10.9110 0.466 -0.741 -0.607
H -10.1700 -12.6964 -10.4452 -0.064 0.726 -0.440
H -9.0073 -13.8682 -10.5877 -0.228 -1.162 0.099
C -9.9079 -18.1813 -7.7197 -1.277 0.317 -2.519
C -9.4819 -19.0247 -6.6181 0.847 -1.666 1.823
O -8.3896 -18.7279 -6.1095 0.921 0.069 0.658
O -10.2424 -19.9789 -6.2607 -0.047 0.347 -0.281
H -10.2977 -18.8655 -8.4733 -0.818 0.041 -0.048
H -9.1595 -17.6597 -8.3164 0.332 0.452 0.833
H -10.6969 -17.5345 -7.3360 -0.078 0.171 -0.458
```
Forces are in eV/Å.


No. 2
C36H86N8O14 | ωB97M-V with the def2-TZVPD basis set

Calculated values
* gap between HOMO and LUMO: 8.873 eV

Geometry as XYZ:
```
144
Properties=species:S:1:pos:R:3:forces:R:3
C -23.9353 -27.2986 -21.3761 0.182 1.782 -0.450
N -25.3512 -27.5062 -21.2312 -0.057 -0.832 1.256
C -25.9179 -27.6416 -19.9780 1.094 0.589 1.055
C -27.3693 -28.0446 -19.9915 0.174 0.643 -0.155
O -25.2946 -27.4806 -18.9083 -0.702 -0.438 -2.028
H -23.3891 -27.6343 -20.5112 -0.044 -0.457 0.254
H -23.7170 -26.2114 -21.4372 -0.023 -0.278 0.061
H -23.5247 -27.7076 -22.2992 -0.226 -0.405 0.093
H -25.9765 -27.2510 -21.9789 -0.018 0.001 0.015
H -27.9560 -27.2883 -20.5205 0.063 -0.171 -0.235
H -27.7293 -28.0613 -18.9720 -0.013 -0.348 0.143
H -27.4296 -29.0026 -20.5020 -0.358 -0.084 0.108
C -27.5405 -26.7139 -24.9622 -0.924 -0.562 -0.052
N -26.7560 -25.5632 -24.6814 0.447 0.189 -0.297
C -26.6318 -25.0649 -23.4391 -0.532 0.692 0.167
C -25.9014 -23.7473 -23.3296 0.477 0.468 -0.087
O -27.1490 -25.5772 -22.4441 0.331 -0.135 -0.481
H -27.0778 -27.3373 -25.7230 0.130 -0.045 -0.008
H -28.5313 -26.4184 -25.3240 -0.026 -0.125 -0.020
H -27.6954 -27.2896 -24.0549 0.075 -0.076 0.029
H -26.4612 -25.0367 -25.4972 0.344 0.277 0.524
H -26.4841 -22.9131 -23.7349 -0.296 -0.256 0.151
H -24.9729 -23.6917 -23.9043 -0.026 -0.383 0.063
H -25.6943 -23.5504 -22.2810 -0.040 -0.015 0.013
C -25.0355 -18.9039 -25.0362 -1.073 1.115 0.724
N -24.2149 -18.6437 -26.1777 0.476 -0.252 -0.601
C -22.8596 -18.8782 -26.0963 0.231 0.182 0.307
C -22.0880 -18.6469 -27.3602 -0.471 0.265 -0.474
O -22.2844 -19.2224 -25.0794 -0.478 -0.400 0.029
H -24.7359 -19.8499 -24.6108 0.204 0.085 0.525
H -26.1166 -18.9572 -25.2202 0.305 -0.286 -0.825
H -25.0227 -18.0350 -24.3608 0.566 -0.601 0.488
H -24.4619 -17.8846 -26.7939 -0.202 -0.243 -0.159
H -22.7416 -18.7066 -28.2327 0.099 0.136 -0.017
H -21.3128 -19.3946 -27.4665 0.199 -0.021 0.154
H -21.6471 -17.6515 -27.3013 0.167 -0.051 -0.128
C -23.0418 -23.4453 -28.0715 -0.252 -0.736 -0.409
N -24.1725 -22.5257 -28.0135 -0.032 -0.299 0.444
C -25.2676 -22.7087 -27.2009 0.400 -0.343 0.419
C -26.2493 -21.5530 -27.0559 -0.523 -1.369 0.052
O -25.4471 -23.7260 -26.5160 0.676 1.057 -0.915
H -23.3881 -24.4812 -28.1198 0.098 0.064 0.014
H -22.3333 -23.3696 -27.2525 -0.260 0.277 0.448
H -22.4580 -23.2411 -28.9660 -0.151 -0.006 -0.118
H -24.2800 -22.0041 -28.8652 -0.284 0.553 0.296
H -26.4967 -21.5691 -25.9928 0.105 0.356 -0.041
H -27.1700 -21.9059 -27.5340 0.027 0.363 -0.145
H -25.9578 -20.5717 -27.3955 0.254 0.080 -0.168
C -19.4980 -26.8079 -27.7443 0.196 -0.500 -0.101
N -19.2365 -25.3985 -27.5546 -0.242 -0.015 -0.205
C -19.5606 -24.4244 -28.4676 -0.063 -0.730 0.949
C -19.0141 -23.0839 -28.1581 0.741 1.034 -0.488
O -20.2551 -24.6251 -29.4364 -0.142 -0.389 -0.644
H -20.3573 -27.2107 -27.2009 -0.020 0.324 0.111
H -18.6093 -27.3633 -27.4310 -0.135 -0.037 0.011
H -19.6623 -27.0352 -28.7939 0.009 0.275 -0.094
H -18.9238 -25.1278 -26.6381 0.174 0.205 -0.138
H -19.4609 -22.3775 -28.8556 -0.281 0.124 0.344
H -17.9419 -23.0013 -28.3709 -0.029 -0.411 0.081
H -19.1372 -22.8003 -27.1214 -0.240 0.173 0.251
C -21.3446 -22.6115 -17.3990 0.093 -1.336 -0.088
N -22.3133 -21.7341 -16.8270 -0.168 0.738 0.250
C -22.0577 -20.4089 -16.8070 0.086 1.846 -0.810
C -23.0840 -19.4738 -16.2073 -0.775 -1.293 0.168
O -21.0555 -19.8935 -17.2861 0.469 -0.765 0.133
H -21.2116 -22.4683 -18.4701 0.202 0.272 -0.019
H -21.6693 -23.6461 -17.2616 -0.125 0.110 0.015
H -20.4062 -22.5384 -16.8585 0.217 0.247 -0.218
H -23.2725 -22.0065 -16.7422 -0.112 -0.258 0.169
H -24.0769 -19.9254 -16.3309 -0.011 0.175 0.397
H -23.1135 -18.5056 -16.6854 0.425 0.120 -0.131
H -22.8369 -19.3913 -15.1495 -0.242 0.203 0.067
C -13.4725 -24.7496 -26.9730 0.636 -1.049 -0.798
N -14.5854 -23.9578 -26.5905 -0.420 1.298 0.051
C -14.6175 -22.5794 -26.7581 0.292 -0.575 0.053
C -15.7404 -21.8547 -26.0476 -0.375 0.034 -0.589
O -13.7818 -21.9661 -27.4031 -0.308 -0.475 0.509
H -13.8048 -25.6705 -27.4636 -0.072 0.092 0.035
H -12.8568 -25.0665 -26.1293 0.047 0.236 0.090
H -12.8616 -24.2292 -27.7032 0.106 0.213 0.090
H -15.4319 -24.4497 -26.3810 -0.190 0.224 0.392
H -16.4086 -21.4780 -26.8295 0.056 0.175 0.162
H -15.3123 -21.0057 -25.5234 0.011 0.069 -0.013
H -16.3443 -22.4393 -25.3571 0.180 -0.240 0.033
C -17.0286 -22.2674 -20.4654 0.329 0.873 1.277
N -16.7370 -23.2086 -19.3622 -0.565 -0.227 -0.601
C -17.6835 -23.9830 -18.7284 -0.008 -0.127 0.911
C -18.9533 -24.2137 -19.4890 0.346 -0.623 -1.550
O -17.4813 -24.4890 -17.6310 0.144 0.346 -0.541
H -17.6066 -22.6267 -21.3073 -0.078 -0.525 0.149
H -16.0813 -21.8733 -20.8374 0.004 -0.224 -0.048
H -17.5513 -21.4077 -20.0205 -0.127 -0.065 -0.482
H -15.9904 -22.9241 -18.7479 0.059 -0.126 0.002
H -19.7341 -24.7953 -19.0257 -0.014 0.295 0.939
H -18.6668 -24.9049 -20.3067 -0.018 0.561 -0.114
H -19.3264 -23.2940 -19.9389 -0.158 -0.107 -0.012
C -20.1232 -19.1750 -20.6516 -1.356 -0.119 0.115
O -19.7582 -20.2554 -21.4524 0.966 -0.525 0.061
C -20.2825 -20.1875 -22.7371 -1.019 1.310 0.148
C -19.5961 -21.1552 -23.6056 0.722 -0.156 -0.723
O -19.8286 -22.4935 -23.2638 -0.168 -0.663 0.170
C -21.1523 -22.9267 -23.4852 0.006 0.346 -0.559
H -19.7954 -18.1982 -21.0267 0.319 -0.124 0.008
H -19.7896 -19.3960 -19.6453 0.112 0.258 0.168
H -21.2255 -19.1567 -20.6542 0.054 0.345 0.385
H -20.1939 -19.1606 -23.1327 0.278 -0.201 -0.153
H -21.3749 -20.3459 -22.7519 0.115 -0.077 0.210
H -18.5158 -21.0317 -23.5015 0.004 0.128 -0.087
H -19.8784 -20.9475 -24.6441 -0.058 -0.098 -0.145
H -21.8948 -22.2657 -23.0266 0.052 -0.330 0.344
H -21.2123 -23.9505 -23.1344 -0.193 -0.014 0.199
H -21.3979 -22.9053 -24.5572 0.131 -0.102 -0.091
C -25.8262 -15.9590 -19.3433 0.101 0.690 0.011
O -26.1513 -16.4849 -20.6122 0.633 -0.433 -0.285
C -25.0497 -17.0403 -21.3384 -0.763 0.236 -0.380
C -24.3344 -18.1943 -20.6548 0.355 1.209 0.299
O -25.2822 -18.9547 -19.9762 -0.141 -0.732 -0.810
C -24.7826 -20.2250 -19.6233 -0.242 0.249 0.720
H -26.4742 -16.3791 -18.5751 0.008 -0.177 -0.050
H -25.9793 -14.8691 -19.3539 -0.015 -0.165 -0.009
H -24.7828 -16.1188 -19.0636 -0.017 -0.184 0.004
H -24.3405 -16.2509 -21.6435 0.000 -0.208 0.212
H -25.4922 -17.4415 -22.2592 -0.116 0.224 0.207
H -23.5949 -17.8011 -19.9371 0.125 -0.230 -0.100
H -23.7974 -18.7364 -21.4451 -0.004 -0.202 0.148
H -24.4143 -20.8588 -20.4403 -0.044 0.401 -0.252
H -25.6408 -20.7226 -19.1752 0.250 -0.244 0.260
H -23.9681 -20.0625 -18.9041 -0.028 -0.447 0.037
C -21.8199 -15.1264 -18.4106 -1.080 1.001 -0.944
O -21.1711 -16.3365 -18.6754 -0.704 -0.134 -0.157
C -20.0247 -16.4694 -17.9437 2.406 -0.296 1.494
C -18.7812 -15.8311 -18.5327 0.178 -1.086 -0.694
O -18.8632 -14.4357 -18.5695 -0.512 0.059 0.221
C -17.7231 -13.7836 -18.1205 0.741 0.716 0.174
H -22.5150 -14.9482 -19.2434 0.039 -0.164 0.150
H -21.1465 -14.2682 -18.4285 0.099 -0.155 0.285
H -22.4335 -15.1258 -17.5000 0.342 -0.220 0.146
H -19.7566 -17.5172 -17.7772 -0.458 -0.197 -0.360
H -20.0300 -16.0605 -16.9171 -0.887 0.096 -0.097
H -18.6034 -16.2661 -19.5324 -0.057 0.380 -0.028
H -17.9247 -16.1587 -17.9283 -0.111 0.071 0.120
H -17.9954 -12.8017 -17.7278 -0.127 0.048 -0.287
H -17.0140 -13.6565 -18.9469 0.164 0.046 0.162
H -17.2197 -14.2823 -17.2800 -0.122 -0.251 -0.220
```
Forces are in eV/Å.


Number 1: energy -3275.39906 a.u., largest force on an atom 4.890 eV Å⁻¹. Number 2: energy -2914.63273 a.u., largest force on an atom 2.848 eV Å⁻¹.